Computed, not measured: 5 unconnected molecules or ions with the total composition C24H24F32INO6, with wB97M-V/def2-TZVPD.

Element x y z (Å)
F (-1.930, 0.613, -5.652)
H (1.143, 0.573, -4.176)
F (3.521, 1.780, -5.072)
F (3.871, 2.219, 0.350)
F (2.201, 0.352, 3.893)
F (-2.450, 3.329, -5.655)
C (-2.527, -0.753, -2.371)
H (4.205, 2.229, 2.309)
H (-2.679, 0.306, -2.457)
C (-3.732, -2.914, -2.952)
F (4.317, 0.684, 3.640)
F (6.297, 2.779, -0.443)
C (-3.802, -1.405, -2.851)
F (-7.359, -5.482, 4.870)
C (-6.842, -4.264, 5.162)
F (5.365, 2.966, -2.981)
H (-6.493, -1.483, 3.192)
O (-4.649, -1.942, 3.777)
H (3.570, -0.728, 4.834)
H (-4.280, -3.321, -3.772)
H (5.148, 4.927, -2.687)
F (-4.458, -2.273, 5.981)
H (-0.356, -0.628, 0.636)
H (-6.357, -1.569, 4.917)
C (-3.788, -2.191, 4.815)
F (1.006, 0.431, 1.609)
C (5.126, 3.988, -2.131)
F (3.843, 4.737, 2.823)
F (2.328, 2.706, 1.796)
H (-4.123, -0.952, -3.776)
C (-0.950, 1.525, -5.482)
H (-2.711, -3.214, -3.053)
C (2.005, 3.155, -3.981)
C (0.184, -1.635, 2.487)
C (5.573, 4.587, 1.263)
F (-0.845, 1.747, -4.159)
O (0.197, 0.976, -5.986)
O (5.926, 4.956, -0.071)
H (-1.584, 2.550, -7.281)
F (-2.155, -3.670, 5.657)
H (-2.272, -3.292, 3.703)
N (-0.171, -3.022, -2.609)
F (-3.685, -4.519, 4.360)
C (2.231, 2.199, -5.152)
C (6.174, 3.988, -1.017)
F (-5.908, -4.171, 2.984)
F (-5.676, -4.458, 5.809)
F (2.830, 4.221, -4.095)
C (-6.649, -3.477, 3.866)
H (-0.703, -3.523, -1.909)
C (-6.047, -2.063, 3.997)
F (3.886, 3.818, -1.634)
O (0.117, -1.108, -1.543)
C (3.456, -1.326, 2.741)
F (3.313, 4.993, 0.727)
H (2.202, -2.760, 3.829)
H (2.949, -3.340, 2.381)
C (3.667, 2.799, 1.552)
F (0.742, 3.631, -3.952)
I (-4.427, -3.823, -1.136)
F (-2.968, -1.127, 4.905)
C (-1.357, 2.788, -6.240)
C (4.090, 4.274, 1.566)
H (-4.533, -1.152, -2.106)
O (1.262, -2.348, 2.006)
H (-2.398, -1.002, -1.332)
H (1.977, 0.170, -5.640)
F (3.382, -0.732, 1.535)
C (1.361, 0.939, -5.179)
H (6.233, 3.809, 1.644)
C (-0.432, -1.665, -2.365)
O (-1.371, -1.104, -3.162)
H (2.218, 2.663, -3.028)
C (2.437, -2.479, 2.804)
F (2.107, 2.853, -6.328)
C (3.382, -0.279, 3.855)
F (4.696, -1.886, 2.822)
F (-1.098, 0.337, 2.223)
C (-2.923, -3.426, 4.568)
H (-7.538, -3.746, 5.828)
H (5.801, 5.477, 1.845)
F (0.327, -1.388, 3.800)
F (7.365, 4.278, -1.578)
C (-0.085, -0.364, 1.660)
F (-0.374, 3.705, -6.210)
F (-0.904, -2.448, 2.376)
H (-0.558, -3.276, -3.503)
F (-7.884, -3.329, 3.312)

Properties
Molar mass   1157.297 g mol⁻¹
LUMO level   0.23 eV
SMILES   FC(F)C(F)(F)COC(F)(F)C(F)F.FC(F)C(F)(F)COC(F)(F)C(F)F.FC(F)C(F)(F)COC(F)(F)C(F)F.FC(F)C(F)(F)COC(F)(F)C(F)F.NC(=O)OCCCI
E_HOMO   -9.87 eV

Computed, not measured: 16 unconnected molecules or ions with the total composition C2H36O15S2, with wB97M-V/def2-TZVPD.

Element x y z (Å)
S (2.302, -1.206, -3.387)
C (1.508, 0.072, -2.361)
H (-0.279, 0.246, -1.143)
O (-4.290, 1.783, 5.414)
H (-4.695, -1.116, 4.711)
S (3.866, -0.293, -4.260)
O (4.829, -2.876, -1.373)
H (1.716, 2.481, -4.492)
H (1.122, 0.790, -3.067)
H (1.666, 3.288, -2.060)
H (-1.262, 1.341, -3.706)
H (-4.691, 0.417, 4.590)
H (2.813, 1.709, 2.199)
O (0.587, -3.494, -0.396)
H (-5.168, -0.232, 0.988)
H (-4.374, 2.430, 4.674)
H (-0.926, 1.677, 5.828)
O (-1.715, 2.129, 6.207)
H (0.777, -1.019, -0.614)
O (1.207, 3.365, -2.945)
O (-1.938, -3.076, -1.392)
O (1.738, 1.965, -5.351)
O (-4.934, -0.405, 4.098)
H (3.600, 3.415, -0.890)
O (2.671, 3.263, -0.654)
H (2.681, 2.512, 0.003)
H (1.293, -2.826, -0.569)
H (-0.290, 2.574, -3.444)
H (5.425, -3.361, -1.949)
H (-1.882, -2.326, -1.998)
H (-1.287, -2.408, 1.624)
H (1.119, 4.311, -3.057)
H (1.055, -1.552, 1.973)
H (-1.000, -3.278, -1.117)
O (-0.348, -2.582, 1.949)
C (0.416, -0.513, -1.501)
O (-2.855, -2.358, 1.041)
H (-3.374, 1.929, 5.725)
H (-2.685, -2.624, 0.107)
H (0.275, -3.269, 0.506)
O (2.606, 1.384, 1.320)
O (-1.161, 2.313, -3.827)
H (2.530, -1.671, 1.378)
H (2.301, 0.444, 1.484)
O (1.951, -1.130, 1.969)
H (-4.489, -0.249, 2.401)
H (4.830, -1.962, -1.694)
O (-4.322, -0.079, 1.422)
H (0.790, 1.864, -5.604)
H (-0.144, -1.261, -2.047)
H (-1.414, 3.029, 6.423)
H (-0.454, -3.135, 2.741)
H (2.271, 0.554, -1.762)
H (-3.271, -1.459, 1.107)
H (3.303, 0.477, -5.223)

Properties
Molar mass   364.429 g mol⁻¹
LUMO level   -0.27 eV
Energy relative to the best compared isomer or geometry (same formula, charge and spin)   0.0 kcal/mol
E_HOMO   -8.68 eV

Computed, not measured: a single C3H6 molecule, with wB97M-V/def2-TZVPD.

Element x y z (Å)
H (-2.004, -0.033, -0.832)
H (2.134, 0.736, -0.042)
H (0.234, 1.274, -0.916)
H (-1.527, 0.141, 0.934)
H (1.736, -0.927, 0.898)
C (0.078, 0.374, -0.281)
H (-0.977, -1.299, 0.036)
C (-1.178, -0.223, -0.034)
C (1.505, -0.043, 0.237)

Properties
Molar mass   42.081 g mol⁻¹
LUMO level   1.25 eV
Energy relative to the best compared isomer or geometry (same formula, charge and spin)   39.3 kcal/mol
SMILES   C=CC
E_HOMO   -8.58 eV

Computed, not measured: a single C5H8O molecule, with wB97M-V/def2-TZVPD.

Element x y z (Å)
H (-2.129, -1.326, 0.211)
H (0.509, 0.951, -1.455)
H (1.593, -0.033, -0.464)
H (2.062, 2.286, 0.077)
H (0.344, 2.633, 0.361)
C (0.728, 0.650, -0.421)
C (-1.460, -2.351, -0.710)
H (0.588, 0.874, 1.985)
C (-1.120, -1.058, -0.356)
O (1.329, 1.469, 1.778)
C (-0.344, -0.173, 0.205)
H (-0.779, -3.190, -0.552)
H (-2.444, -2.589, -1.102)
C (1.122, 1.855, 0.443)

Properties
Molar mass   84.118 g mol⁻¹
LUMO level   0.00 eV
Energy relative to the best compared isomer or geometry (same formula, charge and spin)   129.1 kcal/mol
E_HOMO   -8.17 eV

Computed, not measured: a molecular structure, C27H41BrN2P2V, with wB97M-V/def2-TZVPD.

Element x y z (Å)
H (-3.213, -0.207, 1.763)
H (4.403, 0.366, -0.327)
Br (-5.284, 0.158, -0.302)
C (-2.715, -0.588, -2.427)
H (0.280, -2.920, -2.076)
H (-0.360, -1.076, 5.305)
C (0.041, -0.903, 3.260)
H (-4.507, 3.305, -0.524)
H (3.303, 1.410, -1.983)
C (2.066, -2.124, -0.013)
H (0.659, 3.386, -3.776)
C (-0.652, -2.696, -2.609)
H (1.395, -1.134, 4.923)
C (-1.257, -3.975, -3.168)
C (3.278, -2.524, -0.850)
C (-3.923, 1.390, 0.354)
H (2.254, 1.694, 0.159)
H (2.718, 4.161, -4.971)
H (-2.429, -1.317, -4.482)
C (-2.773, -2.841, -0.513)
C (3.926, 0.353, 0.663)
H (4.513, 5.450, -1.491)
H (3.030, 0.618, -3.552)
H (0.517, 0.424, 4.790)
H (-4.673, -3.895, -0.561)
C (-2.400, 3.188, -0.090)
H (1.316, -0.868, -2.666)
H (-2.169, 4.078, -0.662)
H (4.170, -1.920, -0.631)
C (0.429, -0.671, 4.644)
C (-3.238, -1.085, -3.775)
H (-4.765, -2.327, -1.317)
C (1.496, 3.784, -3.207)
H (-2.229, -3.782, -0.378)
H (-2.969, -2.393, 0.491)
N (3.673, 4.787, -3.258)
C (-1.374, 2.464, 0.511)
C (-0.015, 2.772, 0.072)
H (-1.238, 1.373, 2.360)
H (3.525, -3.567, -0.600)
H (0.919, 0.811, -2.250)
H (-2.104, -3.791, -3.839)
H (1.242, -2.835, -0.178)
C (1.517, 3.843, -1.789)
C (1.632, -0.007, -2.048)
H (2.032, 0.772, 1.627)
C (3.651, 4.964, -1.938)
C (2.433, 0.706, 0.603)
H (-3.891, -1.965, -3.676)
C (0.610, 3.116, -0.924)
C (-1.662, 1.337, 1.358)
C (2.639, 4.238, -3.892)
C (-2.999, 0.779, 1.209)
H (4.435, 1.111, 1.280)
H (-0.496, -4.481, -3.773)
H (3.075, -2.467, -1.929)
H (2.579, 4.739, -0.082)
V (-1.896, -0.835, 0.849)
H (3.814, -0.290, -2.241)
C (-3.731, 2.690, -0.103)
H (-3.845, -0.290, -4.238)
P (-1.657, -1.688, -1.454)
N (-0.611, -1.021, 2.286)
H (-3.578, -0.277, -1.804)
H (-2.116, 0.327, -2.565)
C (3.036, 0.455, -2.462)
C (-4.106, -3.192, -1.185)
H (-0.390, -2.020, -3.431)
P (1.248, -0.448, -0.248)
H (-3.983, -3.690, -2.156)
H (-1.564, -4.686, -2.396)
H (4.094, -0.636, 1.111)
C (2.558, 4.556, -1.161)
H (2.305, -2.176, 1.059)

Properties
Molar mass   586.435 g mol⁻¹
LUMO level (spin up / spin down)   -7.28 / -7.19 eV
Energy relative to the best compared isomer or geometry (same formula, charge and spin)   18.1 kcal/mol
Net charge   +2
Multiplicity   4
E_HOMO (spin up / spin down)   -13.20 / -13.54 eV

Computed, not measured: a molecular structure, AlH12O6, with wB97M-V/def2-TZVPD.

Element x y z (Å)
H (1.798, 3.088, 0.601)
O (-1.132, -5.246, 1.870)
H (-4.353, 3.286, -1.369)
H (-0.531, -5.991, 1.909)
H (-3.612, 3.384, -0.053)
H (3.253, -2.061, 2.422)
O (3.431, -2.343, 1.525)
H (4.260, -2.819, 1.582)
H (1.632, 2.298, -5.737)
H (-1.543, -5.225, 2.734)
H (-2.091, 0.810, 3.476)
O (0.842, 1.780, -5.893)
O (-1.840, -0.047, 3.132)
H (0.450, 2.171, -6.674)
Al (-0.680, -1.480, -1.931)
H (2.852, 3.330, -0.459)
H (-1.300, -0.434, 3.822)
O (-3.693, 2.841, -0.837)
O (2.259, 2.659, -0.120)

Properties
Molar mass   135.072 g mol⁻¹
LUMO level   -18.31 eV
Energy relative to the best compared isomer or geometry (same formula, charge and spin)   316.1 kcal/mol
Net charge   +3
E_HOMO   -19.99 eV

Computed, not measured: a single C3H7NO2 molecule, with wB97M-V/def2-TZVPD.

Element x y z (Å)
H (-2.474, 1.512, -0.340)
H (1.327, 0.377, -2.222)
H (1.618, -0.418, -0.689)
H (-0.208, -0.429, 2.522)
C (0.871, -0.257, -1.463)
C (0.262, -0.585, 1.549)
N (-0.631, 0.451, -1.317)
H (-0.259, -1.396, 1.031)
O (-1.882, 1.345, 0.409)
O (0.225, 0.651, 0.825)
C (-0.759, 0.836, -0.128)
H (1.311, -0.855, 1.689)
H (0.598, -1.231, -1.865)

Properties
Molar mass   89.094 g mol⁻¹
LUMO level   0.91 eV
Energy relative to the best compared isomer or geometry (same formula, charge and spin)   60.5 kcal/mol
SMILES   C/N=C(/O)OC
E_HOMO   -10.06 eV

Computed, not measured: a molecular structure, C43H49BrF4O2PRuS2Si, with wB97M-V/def2-TZVPD.

Element x y z (Å)
C (-2.883, -0.014, 2.077)
C (-3.551, 2.330, -1.359)
C (-1.023, 0.084, 4.943)
C (1.639, 2.940, -4.338)
O (0.008, -0.583, 2.529)
H (2.115, -2.761, 1.650)
H (3.099, 5.174, 1.541)
Si (1.859, -2.706, -0.795)
H (-1.294, 2.208, 4.991)
H (-0.694, -2.877, -2.531)
Ru (0.088, 0.242, 0.585)
H (4.954, -2.170, -2.813)
C (-2.469, -1.653, -4.090)
C (-3.950, 4.388, -0.180)
H (3.673, -2.790, 0.789)
H (-0.791, -0.351, -3.862)
H (-2.196, -1.942, -5.096)
H (5.572, 5.099, 1.486)
C (-1.679, -0.753, -3.390)
C (5.672, 2.994, 1.876)
H (4.183, -4.331, -1.138)
F (-0.230, 3.401, -5.669)
F (2.435, 3.516, -5.203)
C (3.573, 1.853, 2.156)
H (-0.349, -0.242, 5.736)
H (6.753, 2.965, 1.847)
H (-5.342, 3.486, -1.541)
H (-4.465, 0.921, 0.976)
C (2.923, 3.068, 1.954)
C (5.011, 4.195, 1.673)
H (1.616, -3.540, -3.798)
C (2.296, -2.711, -3.606)
H (-4.593, 5.229, 0.039)
C (1.301, 1.765, -2.288)
H (-0.577, -1.450, -0.192)
H (-6.198, -0.634, 1.815)
C (-0.565, 2.272, -3.643)
H (0.964, -4.717, 1.074)
H (3.062, -2.733, -4.382)
H (2.814, -1.281, 1.010)
C (3.526, -4.257, -2.006)
P (-1.135, 0.927, -1.231)
C (2.159, 2.375, -3.177)
Br (2.068, 1.024, -0.719)
H (1.741, -1.776, -3.717)
H (-4.858, -2.214, -1.755)
C (-3.526, -1.888, 3.472)
C (-2.564, -1.011, 2.991)
H (3.001, 0.954, 2.354)
H (4.114, -4.516, -2.889)
C (0.767, 1.836, 4.505)
F (-1.864, 2.256, -3.899)
C (0.270, 2.882, -4.572)
H (1.087, 1.816, 5.549)
H (-4.246, -2.848, -4.062)
C (-3.617, -2.166, -3.506)
C (-4.373, 3.407, -1.066)
H (-0.115, -2.428, 1.270)
H (-0.573, -5.220, 0.378)
C (-0.714, 1.481, 4.420)
H (-2.130, 0.684, 1.713)
H (-3.264, -2.664, 4.180)
C (-3.192, -0.891, -1.513)
H (3.841, -0.831, -2.567)
H (-1.048, 1.552, 3.387)
C (-2.056, -0.339, -2.111)
H (-1.558, -4.131, -1.646)
C (-2.291, 2.232, -0.761)
C (1.044, 3.223, 3.936)
H (4.558, -1.665, -1.179)
C (4.956, 1.824, 2.119)
H (-3.887, 1.585, -2.067)
H (-0.079, -4.536, -2.499)
H (-0.912, 3.139, 0.604)
C (-3.969, -1.800, -2.211)
C (-0.564, -3.760, -1.907)
C (-5.172, -0.746, 2.137)
C (3.622, 4.240, 1.705)
H (-2.046, -0.002, 5.310)
C (-0.549, -2.485, 0.280)
S (1.168, 3.194, 2.108)
S (-0.909, -1.170, 3.623)
H (-5.595, -2.432, 3.394)
H (1.370, 1.101, 3.973)
C (-4.197, 0.123, 1.658)
C (0.414, -4.816, 0.137)
C (-1.878, 3.214, 0.137)
H (0.257, 3.936, 4.184)
C (-2.703, 4.290, 0.423)
H (-3.480, -0.598, -0.512)
C (0.205, -3.473, -0.612)
C (-4.837, -1.750, 3.034)
C (-0.066, 1.693, -2.481)
H (1.999, 3.631, 4.265)
H (0.919, -5.555, -0.482)
O (0.599, 1.804, 1.745)
H (2.743, -5.014, -1.917)
C (2.674, -2.344, 0.813)
H (-1.603, -2.753, 0.385)
F (3.464, 2.424, -2.945)
H (5.484, 0.896, 2.293)
C (4.145, -1.803, -2.179)
H (-2.374, 5.056, 1.112)
C (2.986, -2.811, -2.234)

Properties
Molar mass   978.023 g mol⁻¹
LUMO level (spin up / spin down)   -8.92 / -8.92 eV
Net charge   +3
E_HOMO (spin up / spin down)   -16.48 / -16.48 eV

| no. | maximum force (hartree/bohr) |
| --- | --- |
| 1 | 0.134 |
| 2 | 0.029 |
| 3 | 0.185 |
| 4 | 0.009 |
| 5 | 0.100 |
| 6 | 0.018 |
| 7 | 0.067 |
| 8 | 0.020 |